DFT (ωB97M-V/def2-TZVPD) results for a 14-piece molecular cluster, C52H142N10O14 overall in a non-equilibrium geometry.

Last column: Mulliken charge in e.
Cartesian coordinates (Å):
C: -17.23 -25.65 16.41  -0.808
C: -15.41 -24.63 15.42  0.334
H: -18.81 -27.28 18.11  0.283
H: -13.13 -20.99 19.49  0.105
H: -15.05 -18.41 15.60  0.528
C: -12.69 -24.00 18.17  0.414
H: -10.67 -30.83 9.88  0.446
H: -6.36 -28.47 18.39  0.309
H: -8.79 -26.81 9.81  0.303
H: -12.12 -17.15 8.98  0.260
H: -15.44 -16.60 14.77  0.230
H: -9.22 -15.16 16.56  0.348
H: -9.67 -24.85 17.40  -0.216
H: -8.37 -29.22 15.54  0.314
H: -9.75 -18.71 16.59  -0.198
C: -17.71 -18.08 9.15  -0.953
C: -18.70 -26.27 16.27  0.337
H: -8.64 -30.42 17.62  0.374
H: -16.06 -22.13 11.50  -0.254
H: -17.65 -21.70 12.30  0.670
H: -10.67 -20.11 9.06  0.101
H: -13.27 -25.19 21.42  0.407
C: -13.95 -18.14 8.89  1.730
N: -14.04 -16.29 12.24  -0.714
H: -9.79 -18.83 12.48  0.004
C: -8.31 -24.78 10.55  -0.130
H: -8.45 -22.50 19.83  0.326
H: -17.37 -24.79 17.01  0.396
H: -8.22 -19.84 10.77  0.326
H: -15.18 -24.29 14.45  -0.554
H: -13.70 -22.32 12.88  -0.826
C: -11.89 -25.33 14.46  -0.082
H: -15.66 -25.23 12.25  0.659
H: -11.19 -27.07 11.33  -0.111
H: -7.48 -25.97 19.36  0.255
H: -12.55 -26.16 14.44  0.603
H: -8.36 -18.32 15.57  0.338
H: -7.15 -23.25 9.71  0.252
C: -16.56 -21.50 12.23  -1.582
H: -9.25 -24.07 12.47  0.303
H: -14.27 -24.05 20.48  0.347
H: -7.63 -24.74 20.54  0.509
H: -18.07 -20.05 10.62  0.693
N: -14.72 -18.67 19.81  -0.753
H: -20.61 -25.69 15.62  0.393
H: -9.33 -16.37 15.32  0.341
H: -13.34 -20.61 13.02  -0.916
C: -14.72 -25.15 11.71  -0.617
H: -10.53 -16.41 16.55  0.254
H: -15.56 -17.05 7.79  0.350
H: -13.19 -18.77 7.02  0.352
H: -15.26 -19.93 11.96  -1.709
O: -10.34 -28.80 17.09  -0.384
C: -14.19 -19.06 15.69  0.194
H: -17.79 -19.62 13.28  0.379
C: -8.15 -29.45 17.52  0.229
O: -16.94 -18.37 10.29  -0.306
H: -14.67 -18.34 9.66  -0.641
H: -12.64 -28.85 9.16  0.287
H: -8.22 -19.28 18.47  0.094
C: -13.64 -20.91 9.42  0.588
H: -9.11 -25.41 19.79  0.119
H: -7.73 -25.91 8.85  0.575
H: -10.39 -29.34 8.98  0.277
H: -7.25 -20.83 16.23  0.258
C: -13.56 -16.61 13.57  0.821
H: -11.96 -23.22 17.86  -0.932
H: -11.62 -19.82 14.73  -0.650
H: -13.98 -25.64 19.87  0.357
H: -6.99 -26.23 14.90  0.604
C: -9.30 -20.01 10.75  0.800
C: -7.84 -19.32 17.44  0.738
H: -9.29 -25.78 12.23  0.634
C: -13.37 -24.96 9.62  -0.616
H: -14.52 -21.41 9.10  0.332
C: -10.20 -25.90 7.59  -0.785
N: -12.68 -17.76 9.56  -0.428
C: -13.39 -18.13 13.68  0.719
H: -6.31 -17.96 17.90  0.384
H: -12.14 -21.60 12.19  -0.293
H: -13.53 -16.78 11.47  0.257
H: -11.22 -29.39 11.86  0.385
H: -8.05 -24.89 14.72  0.407
O: -10.68 -27.70 10.77  -0.124
H: -9.07 -21.91 11.10  -0.070
H: -19.47 -24.32 15.90  0.298
O: -12.47 -24.07 14.48  1.357
H: -8.75 -26.50 15.07  0.170
H: -9.76 -17.92 11.02  0.523
H: -16.35 -23.96 10.14  0.304
C: -11.58 -28.38 17.62  -0.668
H: -15.63 -23.69 16.02  0.254
H: -10.84 -23.21 13.73  -0.493
C: -6.39 -18.90 17.38  -1.786
H: -14.31 -18.67 13.42  -0.247
H: -5.99 -18.76 16.35  0.379
H: -19.31 -25.22 14.49  0.322
H: -10.91 -25.25 7.12  0.247
O: -9.68 -25.16 8.70  -0.193
N: -8.88 -22.90 18.96  -0.118
C: -16.99 -19.72 10.60  -1.076
H: -9.29 -21.22 8.98  0.207
H: -16.54 -20.29 9.76  0.097
N: -8.07 -23.39 10.12  -0.628
H: -11.56 -25.28 19.48  -0.323
H: -10.98 -23.08 15.51  -0.798
C: -13.75 -19.21 7.82  -0.910
N: -16.91 -19.19 13.05  -0.531
H: -11.15 -25.46 15.29  -0.440
C: -12.30 -24.44 19.62  1.208
H: -14.57 -25.21 15.84  0.156
C: -11.25 -29.01 10.86  0.520
C: -13.50 -24.82 20.43  -1.618
H: -15.32 -26.00 9.85  0.327
H: -12.11 -18.59 9.59  -0.120
O: -12.23 -19.40 18.67  -0.120
N: -7.64 -29.35 16.21  -0.718
O: -9.57 -21.14 11.51  -0.136
H: -8.69 -23.22 9.34  0.172
O: -8.72 -17.10 17.11  -0.466
H: -10.87 -23.22 19.70  0.298
H: -12.28 -21.21 17.54  -0.167
C: -8.08 -25.10 19.62  -1.377
H: -16.73 -26.33 17.06  0.292
C: -8.65 -24.49 17.22  0.358
H: -12.58 -18.51 12.99  -0.827
H: -6.39 -30.29 18.43  0.321
H: -13.71 -23.58 18.17  0.476
H: -10.33 -24.80 11.21  -0.341
H: -14.21 -26.06 12.01  0.328
C: -14.50 -16.05 14.57  -1.727
C: -6.97 -29.36 18.53  -1.445
H: -12.26 -28.83 16.91  0.331
H: -12.96 -21.71 15.09  -0.255
H: -11.69 -27.28 17.65  0.170
O: -13.07 -18.50 15.02  -0.073
C: -8.71 -18.37 16.60  -0.016
H: -12.61 -16.15 13.85  0.400
H: -9.57 -28.70 18.92  0.661
H: -12.90 -18.30 20.92  0.198
H: -12.84 -24.10 10.09  -0.262
C: -10.03 -18.89 11.40  -0.317
C: -16.36 -20.04 11.97  3.073
H: -13.90 -20.18 10.28  -0.328
H: -12.78 -25.88 9.68  0.009
H: -11.79 -28.74 18.68  0.295
C: -12.69 -28.95 10.26  -1.023
H: -10.71 -20.63 18.14  0.615
H: -14.46 -20.06 15.33  -0.281
C: -8.63 -25.80 9.42  -0.870
H: -13.30 -29.84 10.50  0.413
O: -15.43 -23.91 9.82  -0.576
C: -12.19 -21.77 14.36  0.966
C: -19.58 -25.33 15.53  -1.415
H: -10.50 -20.69 13.86  -0.033
H: -9.42 -26.01 6.87  0.409
C: -9.62 -20.25 9.25  -0.985
O: -12.99 -20.29 8.39  -0.370
H: -7.07 -28.50 16.08  0.242
N: -11.15 -20.73 14.64  0.984
H: -13.38 -24.66 8.57  0.493
H: -6.98 -23.81 18.35  0.445
H: -7.38 -29.29 19.50  0.432
C: -13.97 -19.83 21.88  -1.404
H: -13.29 -19.71 22.70  0.385
H: -7.34 -25.17 10.91  0.515
H: -17.55 -18.81 8.36  0.355
H: -8.95 -27.43 17.82  -0.228
H: -9.30 -29.89 10.30  0.349
C: -12.63 -20.08 19.84  -0.543
H: -14.05 -16.13 15.53  0.376
H: -11.78 -20.35 20.50  0.217
H: -13.95 -19.10 16.76  -0.491
H: -17.41 -17.07 8.92  0.283
H: -10.64 -26.82 7.95  0.060
O: -11.65 -23.33 20.27  -0.579
H: -8.87 -20.84 16.51  -0.140
H: -9.12 -19.60 8.53  0.394
H: -11.24 -25.49 13.57  -0.676
C: -7.89 -25.81 15.27  -0.939
H: -14.73 -19.52 7.41  0.392
C: -9.50 -16.21 16.36  -0.813
H: -12.90 -21.63 9.81  -0.482
O: -16.56 -25.41 15.19  -0.193
C: -13.54 -19.16 20.62  0.735
H: -8.70 -23.60 16.53  0.292
C: -8.03 -24.03 18.55  -0.038
H: -12.61 -24.87 17.49  -0.071
H: -16.08 -21.78 13.14  0.480
H: -8.65 -22.09 18.38  -0.321
H: -11.52 -19.86 16.70  -1.794
C: -11.66 -20.31 17.71  1.597
H: -14.69 -14.99 14.34  0.430
H: -18.77 -18.09 9.43  0.309
H: -18.58 -27.18 15.63  0.313
H: -14.20 -24.22 12.10  -0.402
H: -19.26 -25.73 18.16  0.288
H: -14.55 -15.95 8.80  0.337
O: -7.83 -25.51 16.68  -0.549
H: -11.06 -19.10 11.33  -0.514
H: -14.31 -18.22 19.03  0.150
C: -11.47 -23.02 14.55  0.046
C: -14.78 -25.11 10.21  0.319
C: -9.24 -28.47 17.92  -0.175
H: -14.96 -16.66 12.15  0.265
H: -5.76 -19.65 17.87  0.470
C: -10.32 -29.80 9.95  -1.439
H: -15.27 -18.02 20.30  0.268
H: -13.91 -16.51 7.35  0.481
C: -14.53 -16.87 8.18  -1.807
N: -19.35 -26.59 17.59  -0.735
H: -13.29 -28.05 10.54  0.062
C: -12.88 -21.59 13.01  1.611
H: -14.22 -20.91 21.69  0.221
H: -14.88 -19.46 22.31  0.431
N: -7.93 -20.67 16.94  -0.278
H: -17.18 -18.27 12.70  0.293
C: -9.33 -24.84 11.70  -0.772

HOMO = -8.61 eV
total energy = -3667.0831 hartree
total charge = 0
M = 1131.76 Da
gap between HOMO and LUMO = 9.0 eV
energy relative to the best compared isomer or geometry (same formula, charge and spin) = 0.000 eV
lowest unoccupied orbital energy = 0.42 eV